Entry 1:
ORCA calculation (the ωB97M-V functional and the def2-TZVPD basis) on a single C11H22F4O4Si molecule in a non-equilibrium geometry.

```
42
Properties=species:S:1:pos:R:3:mulliken_charge:R:1
C -1.875 0.439 3.608 -1.292
C -1.719 0.821 2.150 -0.086
O -0.890 -0.044 1.483 -0.212
Si 0.454 0.775 0.762 0.216
C 1.667 -0.567 0.237 -0.916
C 1.130 -1.923 0.662 -0.632
C 0.188 -2.462 -0.453 -0.647
O 0.465 -1.930 -1.691 -0.358
C -0.709 -1.991 -2.524 0.645
F -1.762 -1.684 -1.803 -0.246
F -0.565 -0.998 -3.459 -0.312
C -0.877 -3.392 -3.199 0.192
F -0.808 -4.267 -2.274 -0.220
F 0.098 -3.480 -4.204 -0.278
O 1.133 1.573 1.995 -0.314
C 1.993 2.669 1.934 -0.263
C 3.113 2.594 0.917 -1.073
O -0.092 1.802 -0.474 -0.428
C -0.451 1.127 -1.644 0.752
C -1.894 1.456 -2.136 -1.165
H -1.102 0.758 4.268 0.304
H -1.937 -0.644 3.779 0.264
H -2.755 0.948 4.045 0.372
H -2.648 1.094 1.665 0.352
H -1.226 1.827 1.983 0.176
H 2.572 -0.291 0.706 0.702
H 1.797 -0.590 -0.845 0.532
H 0.546 -1.880 1.632 0.227
H 1.904 -2.672 0.836 0.419
H 0.369 -3.542 -0.585 0.466
H -0.904 -2.315 -0.247 0.340
H -1.887 -3.411 -3.650 0.294
H 1.321 3.528 1.805 0.297
H 2.307 2.870 3.022 0.309
H 2.640 2.621 -0.081 0.251
H 3.799 3.437 1.015 0.380
H 3.614 1.683 0.989 0.292
H -0.473 0.088 -1.300 -0.546
H 0.372 1.372 -2.326 0.342
H -2.500 0.665 -2.690 0.246
H -2.460 1.526 -1.239 0.290
H -1.947 2.410 -2.669 0.327
```

Its max |F| is 0.0962 hartree/bohr. As for the SMILES: CCO[Si](CCCOC(F)(F)C(F)F)(OCC)OCC. The LUMO energy comes out at 0.867 eV. The highest occupied orbital energy is -9.84 eV. The molar mass comes out at 322.37 g/mol. As for the total charge: 0.

***

Entry 2:
ORCA calculation (the ωB97M-V functional and the def2-TZVPD basis) on a gas-phase ion, C3H4NO2 (charge +1) in a non-equilibrium geometry.

```
10
Properties=species:S:1:pos:R:3:mulliken_charge:R:1
N 1.456 -0.669 -0.375 -0.497
C 0.301 0.472 0.462 0.416
O 0.844 1.140 1.265 -0.336
C -1.070 0.520 0.221 -0.557
C -2.168 -0.124 -0.201 0.757
O -3.170 -0.578 -0.482 -0.153
H 2.112 -0.818 0.382 0.352
H 1.765 0.058 -1.001 0.350
H 1.160 -1.475 -0.920 0.325
H -1.230 1.475 0.647 0.342
```

Its max |F| is 0.0522 hartree/bohr. As for the SMILES: [NH3+]C(=O)C=C=O. The LUMO energy comes out at -4.747 eV. The highest occupied orbital energy is -15.15 eV. The energy above the lowest of the compared OMol25 structures with the same formula, charge and spin is 30.8 kcal per mole. The molar mass comes out at 86.07 g/mol. As for the total charge: +1.